(1)
DFT (ωB97M-V with the def2-TZVPD basis set) results for 8 unconnected molecules or ions with the total composition C46H50BNO3.

Computed properties:
LUMO energy	0.0030	Eh
frontier orbital gap	9.037	eV
SMILES	O=C1CC[C@@H](B(O)O)N1.c1ccccc1.c1ccccc1.c1ccccc1.c1ccccc1.c1ccccc1.c1ccccc1.c1ccccc1
highest occupied orbital energy	-9.0	eV

Structure (ORCA input):
```
! RIJCOSX wB97M-V def2-TZVPD def2/J DEFGRID3
* xyz 0 1
O -2.974 0.534 -1.841
C -2.469 1.525 -1.389
C -2.882 2.967 -1.661
C -2.195 3.707 -0.506
C -0.869 2.933 -0.477
B 0.159 3.139 0.718
O -0.266 3.063 2.039
O 1.493 3.298 0.488
N -1.336 1.511 -0.518
H -2.431 3.259 -2.618
H -3.965 3.073 -1.724
H -2.741 3.434 0.409
H -2.142 4.794 -0.591
H -0.379 3.078 -1.452
H -0.582 3.910 2.371
H 1.708 3.301 -0.454
H -1.634 1.224 0.415
C 1.052 -3.233 -2.870
C -0.095 -2.458 -2.756
C -0.135 -1.397 -1.863
C 0.980 -1.109 -1.086
C 2.123 -1.890 -1.191
C 2.160 -2.953 -2.083
H 1.081 -4.058 -3.571
H -0.964 -2.685 -3.362
H -1.020 -0.783 -1.761
H 0.947 -0.281 -0.389
H 2.985 -1.672 -0.572
H 3.049 -3.567 -2.162
C -1.946 -2.466 1.217
C -2.865 -2.352 0.183
C -3.812 -3.347 -0.014
C -3.843 -4.453 0.826
C -2.926 -4.564 1.863
C -1.976 -3.570 2.058
H -1.197 -1.697 1.364
H -2.839 -1.492 -0.474
H -4.524 -3.262 -0.825
H -4.582 -5.229 0.673
H -2.951 -5.425 2.517
H -1.258 -3.656 2.864
C -4.808 3.034 2.892
C -5.788 3.476 3.769
C -5.429 3.971 5.016
C -4.093 4.024 5.385
C -3.113 3.580 4.508
C -3.470 3.086 3.261
H -5.089 2.645 1.921
H -6.831 3.433 3.482
H -6.194 4.314 5.702
H -3.813 4.416 6.355
H -2.070 3.617 4.799
H -2.702 2.736 2.585
C 1.501 -1.644 -6.052
C 0.428 -2.233 -6.706
C 0.570 -2.677 -8.014
C 1.787 -2.535 -8.667
C 2.861 -1.947 -8.013
C 2.717 -1.500 -6.707
H 1.390 -1.304 -5.030
H -0.519 -2.348 -6.193
H -0.268 -3.134 -8.524
H 1.898 -2.883 -9.686
H 3.812 -1.841 -8.520
H 3.555 -1.043 -6.196
C 6.420 -5.382 -5.489
C 5.278 -4.601 -5.379
C 5.241 -3.553 -4.470
C 6.345 -3.283 -3.673
C 7.487 -4.065 -3.784
C 7.524 -5.115 -4.691
H 6.449 -6.201 -6.197
H 4.416 -4.804 -6.002
H 4.348 -2.947 -4.383
H 6.315 -2.464 -2.966
H 8.349 -3.856 -3.163
H 8.413 -5.726 -4.776
C -3.197 7.431 5.067
C -1.994 8.121 5.132
C -1.764 9.022 6.163
C -2.738 9.233 7.129
C -3.941 8.544 7.064
C -4.171 7.643 6.033
H -3.377 6.725 4.267
H -1.233 7.955 4.380
H -0.827 9.560 6.213
H -2.559 9.934 7.933
H -4.700 8.708 7.818
H -5.109 7.105 5.980
C 2.457 -3.613 2.092
C 3.732 -3.073 2.197
C 4.503 -3.323 3.324
C 4.000 -4.115 4.347
C 2.726 -4.657 4.242
C 1.956 -4.405 3.116
H 1.855 -3.417 1.213
H 4.127 -2.457 1.399
H 5.496 -2.900 3.406
H 4.601 -4.311 5.225
H 2.335 -5.276 5.039
H 0.963 -4.828 3.032
*
```

(2)
DFT (ωB97M-V with the def2-TZVPD basis set) results for a single CH2F3N molecule in a non-equilibrium geometry.

Computed properties:
LUMO energy	0.0289	Eh
energy above the lowest of the compared OMol25 structures with the same formula, charge and spin	494.1	kJ/mol
frontier orbital gap	12.462	eV
SMILES	FCN(F)F
highest occupied orbital energy	-11.7	eV

Structure (ORCA input):
```
! RIJCOSX wB97M-V def2-TZVPD def2/J DEFGRID3
* xyz 0 1
C 0.382 0.114 -0.415
N 0.052 0.034 0.892
F -0.739 0.418 -1.216
F -0.453 -1.371 0.962
F -1.048 0.715 1.249
H 0.719 -0.906 -0.773
H 1.085 0.996 -0.699
*
```

(3)
DFT (ωB97M-V with the def2-TZVPD basis set) results for a molecular structure, C4H9NO2 in a non-equilibrium geometry.

Computed properties:
LUMO energy	0.0144	Eh
energy above the lowest of the compared OMol25 structures with the same formula, charge and spin	437.9	kJ/mol
frontier orbital gap	9.125	eV
highest occupied orbital energy	-8.7	eV

Structure (ORCA input):
```
! RIJCOSX wB97M-V def2-TZVPD def2/J DEFGRID3
* xyz 0 1
C 0.423 0.413 -0.848
C -1.171 -0.047 -0.985
C 0.952 -0.469 0.203
N -1.965 0.278 0.147
C 0.761 -1.669 0.690
O 0.498 1.734 -0.508
O 1.556 0.684 1.362
H 0.771 1.661 0.698
H 2.261 1.186 0.928
H 0.894 0.203 -1.819
H -1.762 -0.326 0.938
H -1.814 1.243 0.428
H -1.492 0.545 -1.842
H -1.248 -1.107 -1.224
H -0.029 -2.307 0.322
H 1.367 -2.023 1.510
*
```

(4)
DFT (ωB97M-V with the def2-TZVPD basis set) results for a molecular structure, C11H9HgN4O3S.

Computed properties:
LUMO energy (spin up / spin down)	0.0083 / -0.0914	Eh
energy above the lowest of the compared OMol25 structures with the same formula, charge and spin	0.0	kJ/mol
frontier orbital gap (spin up / spin down)	8.923 / 6.382	eV
highest occupied orbital energy (spin up / spin down)	-8.7 / -8.9	eV

Structure (ORCA input):
```
! RIJCOSX wB97M-V def2-TZVPD def2/J DEFGRID3
* xyz 0 2
Hg -0.343 0.077 -0.703
N -1.318 1.835 4.946
C -0.644 0.916 4.197
C -0.651 0.962 2.792
N -0.017 0.052 2.081
C 0.644 -0.918 2.715
C 0.633 -0.959 4.096
N -0.005 -0.057 4.835
H -1.739 2.633 4.511
H -1.166 1.846 5.938
H -1.169 1.755 2.263
H 1.194 -1.633 2.118
H 1.146 -1.745 4.637
O 1.454 0.782 -2.614
C 2.306 0.418 -1.802
N 2.029 0.024 -0.554
S 3.316 -0.539 0.281
O 3.583 0.284 1.426
O 3.174 -1.951 0.516
C 4.478 -0.209 -1.031
C 5.841 -0.407 -1.093
C 6.493 -0.033 -2.262
C 5.792 0.524 -3.328
C 4.417 0.717 -3.252
C 3.774 0.338 -2.090
H 6.384 -0.841 -0.264
H 7.562 -0.176 -2.348
H 6.323 0.808 -4.227
H 3.852 1.149 -4.066
*
```

(5)
DFT (ωB97M-V with the def2-TZVPD basis set) results for a molecular structure, C24H65N5O9V in a non-equilibrium geometry.

Computed properties:
LUMO energy (spin up / spin down)	-0.0222 / -0.0253	Eh
frontier orbital gap (spin up / spin down)	7.121 / 7.458	eV
highest occupied orbital energy (spin up / spin down)	-7.7 / -8.1	eV

Structure (ORCA input):
```
! RIJCOSX wB97M-V def2-TZVPD def2/J DEFGRID3
* xyz 0 4
V -2.785 0.625 1.880
O -2.668 -1.275 0.893
C -1.264 -1.706 0.962
C -0.173 -0.487 0.973
O -0.704 0.724 1.528
H -0.954 -2.448 0.227
H -1.275 -2.230 1.918
H -0.034 -0.263 -0.085
H 0.846 -0.731 1.273
C 4.722 0.298 -1.901
C 3.250 0.669 -2.103
C 3.048 1.654 -3.314
O 3.990 2.780 -3.358
C 3.538 3.827 -4.215
N 2.390 -0.500 -1.983
H 5.132 -0.143 -2.809
H 4.777 -0.478 -1.138
H 5.391 1.118 -1.637
H 2.971 1.308 -1.266
H 2.089 2.171 -3.292
H 3.260 1.074 -4.213
H 3.608 3.708 -5.296
H 4.195 4.687 -4.083
H 2.545 4.233 -4.024
H 2.763 -1.081 -1.245
H 1.457 -0.307 -1.646
C -0.718 0.675 -3.792
C -1.257 1.681 -2.854
C -2.018 2.953 -3.407
O -2.291 3.926 -2.395
C -2.674 5.269 -2.831
N -2.145 1.121 -1.859
H -0.019 1.084 -4.521
H -1.341 0.228 -4.566
H -0.259 -0.092 -3.169
H -0.381 2.172 -2.430
H -2.955 2.546 -3.787
H -1.490 3.409 -4.245
H -3.179 5.726 -1.980
H -3.220 5.415 -3.763
H -1.694 5.685 -3.062
H -1.595 0.379 -1.451
H -3.001 0.703 -2.195
C -1.741 -1.720 5.543
C -2.851 -1.413 4.500
C -4.321 -1.552 5.022
O -5.152 -0.972 4.062
C -6.525 -1.094 4.495
N -2.537 -0.055 3.999
H -1.891 -1.130 6.447
H -0.751 -1.496 5.144
H -1.540 -2.736 5.883
H -2.718 -2.090 3.657
H -4.386 -0.939 5.921
H -4.490 -2.616 5.191
H -7.155 -0.363 3.990
H -6.606 -0.980 5.576
H -6.846 -2.119 4.313
H -1.588 0.044 4.331
H -2.903 0.587 4.688
C 4.459 -3.676 1.690
C 4.181 -4.948 0.772
C 2.926 -4.919 -0.128
O 1.784 -4.999 0.736
C 0.557 -5.157 -0.011
N 5.332 -4.828 -0.045
H 3.547 -3.303 2.157
H 4.869 -2.818 1.157
H 5.151 -4.023 2.457
H 4.403 -5.925 1.200
H 2.869 -5.783 -0.791
H 2.807 -3.988 -0.683
H -0.187 -5.236 0.782
H 0.432 -6.147 -0.449
H 0.333 -4.454 -0.814
H 5.425 -5.674 -0.588
H 6.076 -4.951 0.626
C 0.672 4.274 1.624
C 0.804 4.287 0.180
C 1.907 5.148 -0.409
O 1.512 6.475 -0.107
C 2.103 7.451 -0.959
N 1.019 2.908 -0.191
H -0.095 3.566 1.938
H 0.334 5.214 2.061
H 1.626 4.071 2.112
H -0.140 4.611 -0.257
H 1.921 4.864 -1.461
H 2.815 4.885 0.134
H 1.376 8.263 -0.967
H 2.303 7.117 -1.977
H 2.995 7.691 -0.381
H 1.957 2.687 0.114
H 0.488 2.319 0.434
C -4.047 -4.814 0.172
C -3.205 -4.784 -1.022
O -2.923 -3.403 -1.282
O -3.323 -4.437 1.360
H -4.489 -5.806 0.270
H -4.897 -4.137 0.084
H -3.710 -5.281 -1.851
H -2.293 -5.359 -0.861
H -2.497 -2.923 -0.569
H -3.057 -3.522 1.243
*
```

(6)
DFT (ωB97M-V with the def2-TZVPD basis set) results for a single C8H12Cl2N2O molecule in a non-equilibrium geometry.

Computed properties:
LUMO energy (spin up / spin down)	0.0196 / -0.0988	Eh
frontier orbital gap (spin up / spin down)	5.645 / 7.285	eV
highest occupied orbital energy (spin up / spin down)	-5.1 / -10.0	eV

Structure (ORCA input):
```
! RIJCOSX wB97M-V def2-TZVPD def2/J DEFGRID3
* xyz 0 3
C -1.710 0.544 -2.481
C 2.053 -1.013 0.007
C 1.201 -0.976 -1.004
C 0.302 0.162 -1.223
C -1.258 -0.058 -0.185
C 0.906 1.511 -0.966
C -1.529 -1.433 0.413
C -1.275 1.106 0.827
N -0.416 0.065 -2.548
N -2.219 0.187 -1.271
O -2.279 1.053 -3.400
Cl 0.473 0.679 -3.827
Cl -3.782 0.657 -0.928
H 2.739 -1.874 0.134
H 2.086 -0.304 0.860
H 1.239 -1.671 -1.729
H 0.295 2.351 -1.400
H 1.871 1.535 -1.472
H 1.105 1.612 0.042
H -2.500 -1.522 0.694
H -0.917 -1.645 1.422
H -1.297 -2.241 -0.271
H -0.354 1.143 1.569
H -2.168 1.206 1.390
H -1.152 2.047 0.121
*
```

(7)
DFT (ωB97M-V with the def2-TZVPD basis set) results for a single C2H8S2Si molecule in a non-equilibrium geometry.

Computed properties:
LUMO energy	-0.0062	Eh
energy above the lowest of the compared OMol25 structures with the same formula, charge and spin	247.1	kJ/mol
frontier orbital gap	8.455	eV
SMILES	CS[SiH2]SC
highest occupied orbital energy	-8.6	eV

Structure (ORCA input):
```
! RIJCOSX wB97M-V def2-TZVPD def2/J DEFGRID3
* xyz 0 1
C 0.256 -1.090 -2.317
C 1.043 -3.059 0.106
Si 0.630 0.701 0.162
S -0.398 0.524 -1.742
S 1.350 -1.651 1.187
H -0.052 -1.865 -1.613
H 1.299 -1.085 -2.614
H -0.223 -1.233 -3.219
H 1.284 -2.846 -0.879
H -0.092 -3.221 0.076
H 1.663 -3.781 0.607
H -0.537 1.203 0.837
H 1.860 1.549 0.205
*
```

(8)
DFT (ωB97M-V with the def2-TZVPD basis set) results for 2 unconnected molecules or ions with the total composition C36H38N2O4S in a non-equilibrium geometry.

Computed properties:
LUMO energy	-0.0599	Eh
frontier orbital gap	4.016	eV
highest occupied orbital energy	-5.6	eV

Structure (ORCA input):
```
! RIJCOSX wB97M-V def2-TZVPD def2/J DEFGRID3
* xyz 0 1
C 7.562 2.336 0.187
O 7.090 0.983 0.417
C 5.750 0.787 0.524
C 5.301 -0.533 0.778
C 3.954 -0.807 0.822
C 2.971 0.205 0.608
C 1.568 -0.086 0.585
C 0.591 0.899 0.723
C -0.772 0.692 0.905
N -1.678 1.689 0.999
C -3.098 1.398 1.191
C -3.671 0.492 0.101
C -5.156 0.253 0.247
C -6.028 0.642 -0.775
C -7.408 0.518 -0.595
C -7.913 -0.036 0.590
C -7.032 -0.499 1.577
C -5.650 -0.361 1.403
C -3.738 2.787 1.195
O -4.921 3.064 1.379
N -2.743 3.689 0.954
C -3.026 5.104 0.866
C -1.398 3.135 0.844
C -0.525 3.692 1.979
C -0.810 3.453 -0.539
C 3.453 1.532 0.419
C 4.803 1.830 0.391
H 8.645 2.226 0.124
H 7.161 2.745 -0.754
H 7.289 2.994 1.026
H 6.048 -1.308 0.931
H 3.613 -1.820 1.038
H 1.267 -1.128 0.478
H 0.919 1.936 0.690
H -1.166 -0.325 0.987
H -3.266 0.941 2.182
H -3.468 0.965 -0.872
H -3.125 -0.462 0.111
H -5.615 1.087 -1.685
H -8.088 0.871 -1.375
H -8.994 -0.126 0.734
H -7.416 -0.950 2.495
H -4.949 -0.695 2.174
H -4.106 5.243 0.937
H -2.536 5.657 1.677
H -2.673 5.513 -0.089
H -1.063 3.594 2.931
H 0.429 3.165 2.062
H -0.322 4.754 1.790
H -1.528 3.150 -1.314
H -0.619 4.531 -0.610
H 0.129 2.921 -0.713
H 2.751 2.355 0.281
H 5.134 2.865 0.261
C 0.916 -6.361 2.265
C 1.166 -6.740 0.941
C 0.963 -5.834 -0.104
C 0.520 -4.538 0.183
S 0.215 -3.367 -1.155
C 1.669 -2.460 -1.284
C 1.990 -1.805 -2.500
C 3.317 -1.316 -2.693
C 3.645 -0.543 -3.798
C 2.679 -0.276 -4.780
C 1.396 -0.840 -4.663
C 1.051 -1.598 -3.556
O -0.010 -4.185 -2.326
O -0.861 -2.535 -0.645
C 0.251 -4.156 1.501
C 0.460 -5.067 2.542
H 1.071 -7.074 3.077
H 1.516 -7.748 0.714
H 1.135 -6.130 -1.139
H 2.466 -2.851 -0.651
H 4.070 -1.594 -1.953
H 4.661 -0.159 -3.906
H 2.928 0.333 -5.649
H 0.661 -0.704 -5.457
H 0.079 -2.092 -3.512
H -0.134 -3.158 1.710
H 0.255 -4.757 3.567
*
```